1.
C2H6N2O3 | ωB97M-V/def2-TZVPD

Properties
E_HOMO = -10.1 eV
Total charge = 0
Lowest unoccupied orbital energy = 0.6 eV

The geometry in XYZ format:
```
13
Properties=species:S:1:pos:R:3:forces:R:3
N -0.7841 -1.4838 -0.5626 -0.22 -0.90 -0.67
C -0.5288 -1.4784 0.8102 0.41 0.20 -2.99
O -1.3202 -1.7707 1.6441 -0.36 -0.35 1.43
N 0.8313 -1.0133 1.0888 0.01 2.22 1.76
C 1.3715 -0.0224 0.2350 1.47 -2.94 -1.99
O 1.4071 -0.2517 -0.9890 0.09 1.92 2.28
H 0.0617 -1.2804 -1.1950 -1.98 -0.51 1.15
H -1.7013 -1.9185 -0.9473 2.48 1.16 1.38
H 1.0778 -0.8175 2.1184 -1.19 -0.57 -2.12
H 2.0160 0.7515 0.7142 -0.72 -0.22 -0.23
O -0.6873 4.5083 -1.5713 1.78 -0.61 1.30
H -0.6576 5.3523 -1.1297 -0.20 0.37 0.01
H -1.3788 4.5096 -2.1860 -1.58 0.24 -1.29
```
Forces are in eV/Å.

---

2.
C5H11O2 | ωB97M-V/def2-TZVPD

Properties
E_HOMO = -3.7 eV
Total charge = -1
Lowest unoccupied orbital energy = 3.4 eV

The geometry in XYZ format:
```
18
Properties=species:S:1:pos:R:3:forces:R:3
C 1.7887 0.3248 -2.3926 -2.11 0.57 0.00
C 2.8527 0.0768 -1.3379 1.11 0.03 0.43
H 1.5998 -0.5229 -3.0570 0.17 -0.42 0.51
H 1.9466 1.0892 -3.1569 0.36 0.53 0.56
H 0.7872 0.5267 -1.8968 1.13 -0.07 -0.68
H 2.5295 0.1559 -0.2840 -0.53 -0.63 -0.64
H 3.7160 0.7723 -1.2613 -0.40 -0.20 -0.92
H 3.2413 -0.9197 -1.5806 0.26 0.19 0.77
C -1.3819 -0.2789 1.1616 1.70 -1.47 -0.36
C -2.2700 0.9212 1.2420 -1.66 0.81 0.76
C -1.6998 -1.5138 2.1170 -1.16 1.88 -0.15
O -1.4577 -1.2028 3.3058 0.08 -0.84 0.26
O -2.2355 -2.5143 1.6050 0.39 -0.24 0.18
H -1.3494 -0.6777 0.1295 0.07 0.31 0.27
H -0.3331 -0.0764 1.5108 -0.77 0.39 -0.65
H -3.3215 0.7267 0.9459 0.50 -0.31 -0.23
H -1.9887 1.8222 0.6878 0.43 -0.27 -0.30
H -2.4241 1.2907 2.2617 0.44 -0.26 0.21
```
Forces are in eV/Å.

---

3.
C37H86CaCuN5O9 | ωB97M-V/def2-TZVPD

Properties
E_HOMO = -10.9 eV
Total charge = +2
Lowest unoccupied orbital energy = -9.0 eV

The geometry in XYZ format:
```
139
Properties=species:S:1:pos:R:3:forces:R:3
Cu -3.6251 -2.3184 -0.7253 -0.47 1.37 -0.84
Ca -0.8903 -5.5629 1.6533 -0.14 1.73 0.42
C -0.3436 -0.6887 0.7695 -1.04 -0.12 -0.68
O -0.7657 -1.9890 1.0715 -0.88 -1.11 0.53
H 0.0235 -0.0606 1.5813 1.14 -0.75 0.44
H 0.2461 -0.6669 -0.1469 0.63 0.24 0.18
H -1.1933 -0.0457 0.5402 -0.78 -0.08 -0.57
C 3.8617 -1.8184 -4.9154 -0.70 0.51 -0.05
C 5.1608 -1.5243 -4.1600 0.10 0.28 1.03
C 5.9515 -0.4354 -4.9572 -1.79 -0.54 0.02
C 7.0713 0.2249 -4.2237 -0.12 -0.59 0.83
C 6.5227 0.9024 -2.9226 0.96 -0.72 -0.47
C 5.7220 -0.1015 -2.0222 1.59 -0.08 -0.50
N 4.7864 -0.8719 -2.8441 -1.00 0.50 -0.27
O 3.9816 -1.7253 -1.9530 0.88 0.19 -1.13
C 6.7277 -0.9909 -1.1718 -0.98 1.41 -0.26
C 4.9600 0.7515 -1.0457 -1.20 -0.05 1.04
C 5.9459 -2.7969 -3.8725 0.61 -0.17 -0.25
H 3.3661 -2.7457 -4.6279 0.12 0.00 0.21
H 3.8875 -1.7990 -6.0050 0.84 -0.34 -0.10
H 3.1818 -0.9839 -4.7437 -0.19 0.01 0.43
H 6.1784 -0.8634 -5.9336 0.51 -0.12 0.08
H 5.2167 0.3379 -5.1812 -0.26 0.15 -0.07
H 7.6254 0.8125 -4.9557 0.04 0.56 0.53
H 7.7393 -0.5746 -3.9031 0.40 0.08 0.07
H 5.9988 1.8456 -3.0780 -0.49 -0.28 -0.42
H 7.3766 1.2118 -2.3199 0.15 -0.05 0.11
H 7.0567 -0.3326 -0.3677 0.21 -0.10 0.11
H 6.1179 -1.7662 -0.7081 0.48 -0.41 -0.22
H 7.6238 -1.2858 -1.7179 -0.32 -0.45 0.01
H 4.2020 1.3926 -1.4957 0.24 0.15 -0.41
H 4.3828 0.1339 -0.3577 0.06 -0.28 0.12
H 5.5907 1.3508 -0.3891 0.26 0.10 -0.35
H 6.8870 -2.5585 -3.3768 -0.05 -0.04 0.06
H 6.2174 -3.3557 -4.7681 -0.13 0.10 -0.25
H 5.3961 -3.4864 -3.2319 -0.15 0.19 0.07
H 3.1359 -1.2755 -2.0168 -0.12 -0.03 0.05
C -1.6104 3.6143 -2.9858 -0.68 1.30 0.24
C -1.3493 4.2254 -4.4085 1.54 -0.29 0.49
C -0.3186 3.2453 -5.0349 0.78 0.91 -0.88
C -0.0815 3.4506 -6.5584 -0.75 -1.44 1.32
C -1.4307 3.4586 -7.2779 0.90 2.28 -0.03
C -2.4503 4.5399 -6.6769 0.18 -0.85 -1.05
N -2.5817 4.1766 -5.2273 1.35 -0.55 -0.32
O -3.6367 4.8035 -4.5292 -0.08 0.43 -0.38
C -2.0167 6.0238 -7.0929 0.05 -0.85 1.08
C -3.7875 4.2165 -7.3662 -1.31 0.64 0.22
C -0.6930 5.6926 -4.2117 -1.10 -1.33 0.24
H -0.7670 3.5221 -2.3014 0.75 -0.09 -0.76
H -2.1124 2.6469 -2.9731 -0.17 0.02 -0.40
H -2.1939 4.3339 -2.4116 -0.61 -0.08 -0.10
H 0.6420 3.3914 -4.5410 0.03 0.17 0.30
H -0.5587 2.2016 -4.8318 -0.51 -0.02 -0.09
H 0.4328 2.5657 -6.9333 0.33 -0.04 0.03
H 0.5877 4.2822 -6.7789 -0.44 0.31 0.04
H -1.8483 2.4618 -7.4205 -0.22 0.11 0.49
H -1.0881 3.7961 -8.2561 -0.87 0.10 -0.51
H -1.8917 6.0785 -8.1744 -0.24 0.01 0.06
H -2.7029 6.7867 -6.7252 -0.57 -0.27 -0.30
H -1.0934 6.3711 -6.6292 0.24 -0.54 -0.22
H -4.2063 3.2223 -7.2103 0.63 -0.37 0.26
H -4.6003 4.8500 -7.0112 0.12 0.36 0.36
H -3.8585 4.3823 -8.4412 0.82 0.03 -0.11
H -0.1832 5.7043 -3.2484 0.13 0.01 -0.06
H -1.5168 6.4035 -4.1468 0.05 0.12 -0.03
H 0.0009 6.0165 -4.9874 -0.09 -0.31 0.02
H -4.1824 4.0379 -4.3355 -0.31 0.20 0.12
C -2.2352 -2.4035 -3.8500 -0.12 0.90 -0.23
O -3.2550 -1.5570 -3.2618 2.82 -1.42 0.98
C -4.1603 -1.0986 -4.1992 -1.52 -0.35 0.99
C -5.2759 -0.5305 -3.3499 0.32 1.07 -0.44
N -5.8247 -1.5474 -2.4883 1.13 -0.14 0.23
C -6.8933 -1.1417 -1.5806 1.03 -0.42 0.97
C -6.5141 0.0372 -0.5899 -0.60 -0.14 -1.24
O -5.2587 -0.1602 0.0476 0.44 -0.50 0.54
C -5.0067 0.6170 1.2592 -0.07 -0.28 -0.29
H -1.4963 -2.7055 -3.1078 -0.18 0.24 0.21
H -1.7350 -1.8171 -4.6208 0.24 -0.09 -0.04
H -2.6345 -3.2956 -4.3325 -0.40 -0.05 0.09
H -4.5520 -2.0030 -4.6648 -0.14 0.16 -0.96
H -3.7950 -0.3396 -4.8910 0.34 -0.21 -0.12
H -5.9550 -0.0579 -4.0595 -0.68 -0.01 0.12
H -4.8744 0.2670 -2.7247 0.11 0.08 -0.01
H -6.1704 -2.2717 -3.1014 -0.18 -0.39 0.20
H -6.9936 -2.0367 -0.9665 -0.66 0.06 0.21
H -7.7711 -1.0306 -2.2171 -0.52 0.84 0.77
H -7.3136 0.1542 0.1416 -0.06 -0.22 0.10
H -6.4981 0.9597 -1.1702 0.16 0.25 0.02
H -4.9277 1.6895 1.0815 -0.11 -0.03 -0.40
H -4.0593 0.2868 1.6852 0.05 -0.14 -0.35
H -5.7514 0.4601 2.0395 -0.36 -0.19 -0.26
C 3.6963 -0.7641 4.8678 -1.48 0.64 1.43
O 4.5440 -0.8340 6.0133 -0.25 0.04 -2.41
C 5.9032 -0.5928 5.6407 -0.39 -0.54 1.14
C 6.2750 0.8717 5.6894 2.19 0.41 2.42
N 6.5084 1.4065 7.1365 -2.38 -2.00 -1.60
C 5.2192 1.4185 7.8823 0.82 0.60 -0.15
C 5.4574 1.9651 9.2534 0.31 -0.11 -0.48
O 5.9426 3.2926 9.1343 -0.13 0.16 0.36
C 5.7722 3.9396 10.3903 0.56 0.04 -0.41
H 4.0034 -1.2037 3.9188 0.48 -0.72 0.38
H 3.3957 0.2451 4.5860 0.39 0.56 0.18
H 2.7770 -1.1665 5.2934 -0.27 -0.49 -0.72
H 6.1365 -0.9655 4.6434 -0.30 -0.07 -0.29
H 6.3409 -1.3126 6.3323 1.25 0.80 0.15
H 5.5962 1.4242 5.0397 -0.21 0.37 0.24
H 7.2810 0.9155 5.2720 -0.03 0.21 -0.40
H 7.0201 2.2715 7.2366 -0.30 0.19 -0.51
H 4.7847 0.4212 7.9519 0.30 -0.02 -0.04
H 4.4484 2.0645 7.4620 -0.11 0.14 -0.64
H 6.2167 1.3274 9.7061 0.01 0.02 0.61
H 4.5151 1.9641 9.8012 -0.03 -0.14 0.31
H 4.7065 4.0997 10.5534 -0.04 -0.04 0.40
H 6.2925 4.8972 10.4107 -0.08 0.00 -0.37
H 6.2506 3.3259 11.1536 -0.33 -0.05 0.37
C -3.3913 -5.2217 8.5295 -1.06 0.22 -0.45
O -3.3393 -5.0822 7.0814 -0.37 0.33 -0.45
C -4.1079 -3.9738 6.5264 0.55 0.43 1.23
C -3.7528 -3.6586 5.0762 1.13 1.65 0.76
N -3.6600 -4.8384 4.2446 -1.37 -0.22 -0.06
C -5.0909 -5.2107 3.9787 0.43 -1.98 -1.29
C -5.9550 -4.2642 3.1699 0.42 0.91 0.40
O -6.7076 -3.3552 3.9644 0.44 -0.79 -0.52
C -7.7358 -3.9259 4.7673 -0.50 0.35 0.27
H -4.4175 -5.4568 8.8118 -0.16 0.09 0.07
H -3.1039 -4.3109 9.0550 0.17 0.15 -0.25
H -2.7973 -6.0524 8.9107 0.32 0.08 -0.72
H -5.1948 -4.0243 6.5917 -0.19 -0.96 0.37
H -3.8703 -3.0967 7.1283 0.10 0.26 -0.06
H -4.5116 -2.9734 4.6984 0.03 0.01 0.02
H -2.8184 -3.0977 5.0575 0.20 -0.13 -0.02
H -3.4899 -5.4919 4.9957 1.07 -0.98 -0.22
H -5.0070 -6.1047 3.3608 -0.12 -0.33 -0.05
H -5.5208 -5.5897 4.9058 -0.44 0.45 0.02
H -5.2723 -3.6740 2.5585 0.26 0.58 0.19
H -6.5151 -4.7474 2.3694 -0.69 -0.54 0.51
H -7.7187 -3.3485 5.6917 -0.37 0.03 -0.07
H -7.6802 -4.9736 5.0629 0.79 -0.20 -0.27
H -8.7009 -3.8553 4.2656 -0.06 0.35 -0.01
```
Forces are in eV/Å.

---

4.
C18H21FN6O3 | ωB97M-V/def2-TZVPD

Properties
E_HOMO = -9.2 eV
Total charge = 0
Lowest unoccupied orbital energy = -0.7 eV

The geometry in XYZ format:
```
49
Properties=species:S:1:pos:R:3:forces:R:3
C 2.8528 1.2065 0.9245 0.23 -1.87 -0.14
N 1.8319 0.5730 -0.0250 4.18 -0.17 1.09
C 0.5376 1.1221 0.1711 -2.15 -0.17 -1.34
C 0.4755 2.4845 -0.6914 1.79 -0.32 0.91
C -0.8781 2.8643 -1.1778 -1.15 2.77 -0.20
C -1.5086 2.2604 -2.2868 1.38 0.98 1.71
C -2.6674 2.7801 -2.7304 -2.85 1.59 -0.72
C -3.4079 3.9232 -2.1820 3.77 -2.54 0.90
N -4.6446 4.3469 -2.7697 -1.61 -0.59 -0.07
O -5.1836 3.6130 -3.5906 0.72 0.27 0.12
O -5.1689 5.3609 -2.3496 0.46 0.31 0.11
C -2.8090 4.5439 -1.0690 1.00 -1.38 -1.76
C -1.4985 4.0754 -0.6832 0.05 -0.38 0.47
C 2.0522 -0.9092 -0.2137 -0.64 -0.06 0.62
N 1.6881 -1.5305 1.0773 0.46 -0.97 0.22
C 1.0219 -2.8836 1.1081 1.37 1.40 0.89
C 0.5602 -3.3749 2.4974 0.61 -1.06 -0.57
N 0.3682 -2.5300 3.4898 0.51 1.85 -2.01
C 0.0495 -2.9240 4.6749 0.26 -3.36 1.43
N -0.1505 -4.2294 4.9836 -0.02 -0.28 -0.73
C 0.0200 -5.1555 3.9916 0.45 2.65 0.47
C 0.4130 -4.7725 2.7367 0.97 1.57 -0.73
F 0.8983 -5.6634 1.8153 -0.85 0.59 0.73
C -0.1367 -2.7566 0.2173 -0.76 -0.87 -0.67
C 0.2125 -2.2238 -1.1057 -0.40 1.81 -2.15
O -0.5350 -2.4045 -2.0321 -1.39 -1.43 -1.45
N 1.1394 -1.2602 -1.2901 2.53 0.21 0.42
C 1.4722 -0.5968 -2.5963 -0.20 -1.60 0.14
H 2.6131 1.0050 1.9954 -0.36 0.43 -0.55
H 3.0266 2.2907 0.7721 -0.26 -0.74 -0.18
H 3.8099 0.6160 0.8379 -0.77 0.91 -0.39
H -0.2398 0.4158 -0.3104 1.08 1.00 0.78
H 0.2361 1.2523 1.2635 0.35 0.11 -1.19
H 0.9075 3.3167 -0.0866 -0.53 -0.51 -0.16
H 1.2879 2.3692 -1.4911 -1.54 -0.12 0.67
H -0.9444 1.5568 -2.8665 -0.24 -0.68 -0.10
H -3.0492 2.2985 -3.5982 -0.64 -0.01 -0.66
H -3.3502 5.3770 -0.6830 0.25 0.64 0.62
H -0.8726 4.7039 0.0167 -1.08 -0.89 -0.55
H 3.1240 -1.2986 -0.5301 -1.71 1.68 0.71
H 1.1160 -0.8406 1.5156 -0.55 0.04 0.74
H 1.7671 -3.5775 0.7153 -0.17 -0.25 0.05
H 0.1994 -2.2885 5.5407 -0.64 0.39 -0.24
H 0.0657 -6.1692 4.2166 -0.45 -1.69 0.75
H -0.7805 -1.9285 0.5498 -0.43 -0.75 0.53
H -0.6342 -3.7221 -0.0088 -0.23 0.75 0.45
H 1.1505 -1.2375 -3.4582 -0.06 0.69 0.96
H 2.5679 -0.4502 -2.7098 -0.62 -0.13 0.49
H 0.9946 0.3714 -2.5750 -0.12 0.21 -0.43
```
Forces are in eV/Å.

---

Going through the records in order, we get gap between HOMO and LUMO values of 10.72 7.06 1.86 8.43 eV.
Going through the records in order, we get maximum force values of 3.85 2.27 3.50 4.63 eV Å⁻¹.
Going through the records in order, we get energy relative to the best compared isomer or geometry (same formula, charge and spin) values of 129.9 82.4 1268.9 0.0 kJ/mol.